Density functional theory data (ωB97M-V/def2-TZVPD) for an isolated ion of composition C7H13N2O and charge +1 in a non-equilibrium geometry.

Output
- total energy (eV) = -12483.443
- net charge = +1
- orbital gap (alpha / beta) (eV) = 6.9 / 6.9
- ΔE to the lowest compared entry with this formula, charge and spin (kcal per mole) = 198.2

Atoms and positions in Å:
C  2.8528  -0.0258  -0.4309
C  0.8708  -1.6261  0.2244
C  -0.1438  -0.5759  0.7431
C  2.1920  -1.1047  -0.1997
C  -0.8147  0.6051  -0.1286
C  -1.5328  1.5682  0.8377
C  -1.6596  -0.0129  -1.1605
N  2.5400  1.3009  -0.0461
N  0.4319  0.9173  -0.6473
O  1.2081  1.7321  -0.0596
H  3.9806  0.0031  -0.7210
H  0.9593  -2.3911  0.9760
H  0.5250  -2.0791  -0.6344
H  -0.9965  -1.3492  0.9273
H  -0.0381  -0.2651  1.8100
H  2.8737  -1.9709  -0.4084
H  -0.8817  2.4578  0.9830
H  -1.8515  1.1666  1.7158
H  -2.4309  1.9128  0.3777
H  -1.2448  -1.0193  -1.5248
H  -1.7777  0.6023  -2.0369
H  -2.7219  -0.2698  -0.7054
H  3.1319  2.1387  -0.4167

***

Density functional theory data (ωB97M-V/def2-TZVPD) for a 3-piece molecular cluster, C21H34ClF5IO10P2Si overall in a non-equilibrium geometry.

Output
- total energy (eV) = -103475.165
- net charge = -1
- orbital gap (eV) = 5.3

Atoms and positions in Å:
O  -2.2751  5.8608  4.2325
C  -3.3445  5.3069  3.8941
O  -4.0139  5.6199  2.8807
Si  -3.9242  3.8622  5.0019
Cl  -4.1992  4.4079  6.9977
I  -2.1260  2.1535  4.8813
C  -5.4657  3.0380  4.1906
F  -5.1918  2.7152  2.8903
F  -5.6600  1.8033  4.8439
C  -6.7815  3.7870  4.2949
C  -7.9457  3.0727  3.9683
C  -9.2075  3.6583  3.9839
C  -9.3344  5.0024  4.3517
C  -8.1972  5.7195  4.7004
C  -8.3143  7.1755  5.1424
F  -8.7629  7.2815  6.4095
F  -9.1932  7.8053  4.3154
F  -7.1492  7.8267  5.0295
C  -6.9389  5.1177  4.6517
H  -7.8598  2.0291  3.6582
H  -10.0678  3.0534  3.6890
H  -10.3383  5.4303  4.3457
H  -6.0728  5.7348  4.9012
O  1.2884  -0.2094  3.7117
P  2.1177  -1.1956  2.9506
O  3.0078  -0.1983  1.9908
C  4.0286  0.5942  2.5944
C  5.2732  -0.2271  2.8861
O  0.9586  -1.6836  1.8892
C  -0.4235  -1.7049  2.2601
C  -1.1520  -0.5492  1.6080
O  3.0343  -2.5237  2.5948
C  2.9154  -3.3096  1.4056
C  3.2930  -2.5808  0.1362
H  3.6509  1.0629  3.5073
H  4.2706  1.3898  1.8891
H  5.0720  -0.9861  3.6461
H  6.0807  0.4127  3.2467
H  5.6099  -0.7508  1.9905
H  -0.5435  -1.6879  3.3430
H  -0.8401  -2.6508  1.9026
H  -0.6924  0.4058  1.8625
H  -2.1986  -0.5243  1.9157
H  -1.1088  -0.6394  0.5203
H  1.9239  -3.7538  1.3343
H  3.6074  -4.1450  1.5423
H  2.5693  -1.8066  -0.1144
H  3.3317  -3.2820  -0.7003
H  4.2672  -2.1005  0.2366
O  2.3644  -2.4510  -4.0038
P  2.7325  -2.4827  -5.4544
O  3.1531  -4.0623  -5.6461
C  2.1221  -5.0492  -5.6151
C  1.3573  -5.0987  -6.9266
O  4.2191  -1.7864  -5.3156
C  4.4896  -0.8191  -4.2983
C  5.3296  -1.4429  -3.2046
O  2.7171  -2.1830  -7.0758
C  3.8748  -1.9348  -7.8789
C  4.8120  -3.1149  -8.0036
H  1.4439  -4.8590  -4.7785
H  2.6078  -6.0092  -5.4368
H  0.8028  -4.1718  -7.0914
H  0.6468  -5.9270  -6.9267
H  2.0402  -5.2185  -7.7683
H  3.5691  -0.3967  -3.8971
H  5.0435  -0.0017  -4.7672
H  4.8467  -2.3275  -2.7886
H  5.5086  -0.7308  -2.3970
H  6.2926  -1.7689  -3.6036
H  4.3952  -1.0414  -7.5384
H  3.4883  -1.6953  -8.8726
H  5.3170  -3.3294  -7.0629
H  5.5770  -2.9017  -8.7530
H  4.2711  -4.0140  -8.3000

***

Density functional theory data (ωB97M-V/def2-TZVPD) for a 2-piece molecular cluster, C5H14N overall in a non-equilibrium geometry.

Output
- total energy (eV) = -6888.789
- net charge = +1
- orbital gap (eV) = 5.7
- ΔE to the lowest compared entry with this formula, charge and spin (kcal per mole) = 163.1

Atoms and positions in Å:
C  2.2719  0.6914  -0.0642
C  0.8831  0.0465  0.0641
C  -0.1574  0.8126  -0.7423
C  -1.5788  0.2204  -0.7276
C  -2.1488  0.0708  0.6748
N  1.0192  -1.3501  -0.3812
H  2.6035  0.5567  -1.1093
H  2.9792  0.2046  0.6131
H  2.2069  1.7708  0.1183
H  0.5741  0.1581  1.1391
H  -0.1591  1.8445  -0.3682
H  0.1497  0.8709  -1.8033
H  -2.2448  0.8420  -1.3411
H  -1.5338  -0.7573  -1.2411
H  -2.2607  1.0103  1.2280
H  -3.1775  -0.3251  0.6228
H  -1.5648  -0.6577  1.2734
H  0.6759  -2.2395  1.7445
H  1.3634  -1.9576  0.5211
H  0.0989  -1.8120  -0.2210